The following is a quantum chemistry calculation of a structure of composition C15H19ClF5InO16P in a non-equilibrium geometry, from OMol25.

The geometry in XYZ format:
```
58
Properties=species:S:1:pos:R:3:forces:R:3
O 3.055 0.033 -2.095 -0.2 -0.6 -0.9
P 2.318 1.163 -3.216 0.1 -1.2 -0.6
Cl 2.856 3.171 -2.770 0.2 -0.3 0.6
In -0.210 0.863 -2.766 -0.9 0.1 0.0
H 3.195 -0.801 -2.642 -0.1 1.8 0.8
H -0.587 -0.811 -3.354 -0.1 1.5 -0.1
H -0.615 1.031 -1.022 0.2 -0.1 -0.3
H -1.017 2.156 -3.751 0.3 -0.3 0.2
C 0.793 5.294 -0.322 0.8 0.4 -0.9
C 0.815 4.927 1.123 0.4 0.1 0.4
O -0.509 4.518 1.379 0.0 -0.5 -0.5
C -0.964 4.024 0.192 -2.3 -1.7 -1.2
O -1.960 3.330 0.076 2.0 1.9 0.5
O -0.162 4.396 -0.852 -0.9 -0.5 1.0
F 1.083 6.007 1.890 0.2 0.3 0.5
H 0.458 6.322 -0.493 0.0 0.0 0.3
H 1.767 5.158 -0.800 -0.3 -0.2 -0.1
H 1.506 4.114 1.369 -0.1 0.2 0.1
C 0.865 2.374 4.529 -1.3 -0.2 -0.5
C 1.568 2.702 5.802 0.0 -0.3 0.6
O 2.932 2.605 5.460 -0.3 0.5 -0.6
C 2.988 2.922 4.136 2.7 0.7 -2.0
O 4.015 3.215 3.546 -2.6 -0.7 1.5
O 1.753 2.878 3.551 1.0 0.2 0.4
F 1.301 1.777 6.752 -0.1 0.0 0.4
H 0.737 1.297 4.382 0.1 0.1 0.2
H -0.113 2.857 4.458 0.2 0.0 -0.2
H 1.355 3.704 6.187 0.0 -0.2 0.1
C 1.799 -4.055 -0.073 -0.4 -0.4 1.2
C 2.980 -3.634 -0.880 0.5 -0.1 -0.2
O 2.430 -3.360 -2.149 -0.1 0.3 0.5
C 1.150 -2.963 -1.903 -2.7 1.7 -2.2
O 0.446 -2.384 -2.713 2.3 -2.6 2.2
O 0.755 -3.285 -0.634 0.3 0.3 -0.8
F 3.862 -4.650 -1.009 0.5 -0.2 0.0
H 1.567 -5.119 -0.185 0.3 0.4 0.1
H 1.922 -3.833 0.991 -0.1 0.2 -0.2
H 3.489 -2.743 -0.499 0.1 -0.1 -0.1
C -5.250 3.608 0.327 1.0 0.5 -1.0
C -5.228 3.242 1.772 0.4 0.3 0.4
O -6.552 2.832 2.028 -0.1 -0.5 -0.7
C -7.006 2.339 0.841 -2.4 -1.6 -0.9
O -8.002 1.645 0.725 2.2 1.6 0.3
O -6.205 2.711 -0.203 -0.9 -0.6 0.9
F -4.960 4.322 2.539 0.1 0.2 0.4
H -5.584 4.637 0.156 0.0 -0.1 0.3
H -4.276 3.472 -0.151 -0.2 -0.1 0.0
H -4.537 2.428 2.018 0.0 0.2 0.1
C 1.308 -7.159 -3.853 0.8 0.6 -0.9
C 1.330 -7.526 -2.409 0.1 0.3 0.5
O 0.006 -7.935 -2.152 0.2 -0.5 -0.7
C -0.449 -8.428 -3.339 -2.8 -1.7 -0.7
O -1.445 -9.123 -3.455 2.4 1.7 0.3
O 0.353 -8.056 -4.383 -0.7 -0.5 0.8
F 1.598 -6.446 -1.641 0.1 -0.2 0.1
H 0.973 -6.130 -4.024 0.1 -0.1 0.3
H 2.282 -7.295 -4.332 -0.2 -0.1 0.0
H 2.021 -8.339 -2.162 0.0 0.2 0.2
```
Positions in Å, forces in eV/Å.

Properties
- lowest unoccupied orbital energy (eV) = 1.962
- strongest force on any atom (eV/Å) = 4.1
- HOMO-LUMO gap (hartree) = 0.21109
- DFT total energy (hartree) = -3277.86729
- charge = -1

So, what does the Mulliken scheme give us? The charges, in e, come out as:
1 O -0.556
2 P 0.105
3 Cl -0.348
4 In 0.451
5 H 0.311
6 H -0.233
7 H -0.322
8 H -0.330
9 C -0.388
10 C 0.487
11 O -0.320
12 C 0.513
13 O -0.500
14 O -0.216
15 F -0.343
16 H 0.249
17 H 0.180
18 H 0.287
19 C -0.448
20 C 0.315
21 O -0.310
22 C 0.586
23 O -0.532
24 O -0.189
25 F -0.290
26 H 0.272
27 H 0.295
28 H 0.290
29 C -0.280
30 C 0.360
31 O -0.306
32 C 0.655
33 O -0.513
34 O -0.310
35 F -0.300
36 H 0.129
37 H 0.335
38 H 0.305
39 C -0.211
40 C 0.419
41 O -0.330
42 C 0.623
43 O -0.549
44 O -0.308
45 F -0.289
46 H 0.250
47 H 0.138
48 H 0.281
49 C -0.303
50 C 0.211
51 O -0.292
52 C 0.616
53 O -0.538
54 O -0.310
55 F -0.243
56 H 0.253
57 H 0.291
58 H 0.199